# 1
Density functional theory data (the ωB97M-V functional and the def2-TZVPD basis) for a cluster of 13 separate species, C34H98N4O13 in total at a distorted geometry.

Structure (XYZ):
```
149
C34H98N4O13 the ωB97M-V functional and the def2-TZVPD basis
C -1.334 0.264 4.763
C -1.732 1.148 3.558
O -1.667 0.337 2.449
H -0.261 0.081 4.711
H -1.780 -0.730 4.727
H -1.496 0.790 5.704
H -1.047 1.991 3.477
H -2.735 1.569 3.639
H -0.767 0.052 2.276
C -4.646 2.500 0.242
C -5.142 1.218 0.833
O -4.131 0.183 0.902
H -4.510 2.434 -0.837
H -3.688 2.862 0.616
H -5.396 3.264 0.443
H -6.030 0.726 0.434
H -5.345 1.364 1.893
H -3.295 0.580 1.157
C 1.229 -2.261 -4.025
C 1.939 -1.700 -5.278
O 2.976 -0.769 -4.826
H 1.783 -3.001 -3.446
H 0.341 -2.811 -4.335
H 0.814 -1.457 -3.417
H 1.204 -1.210 -5.917
H 2.528 -2.465 -5.783
H 3.538 -0.634 -5.592
C -1.236 -1.160 -0.837
C -0.180 -0.105 -0.484
O 0.731 -0.459 0.559
H -0.770 -2.138 -0.957
H -1.761 -0.867 -1.746
H -1.975 -1.217 -0.038
H -0.653 0.795 -0.092
H 0.359 0.270 -1.354
H 1.249 -1.235 0.333
C -2.539 -3.490 2.394
C -1.915 -4.126 3.651
O -2.345 -3.551 4.851
H -2.164 -4.009 1.512
H -2.353 -2.418 2.324
H -3.618 -3.577 2.266
H -0.827 -4.183 3.626
H -2.195 -5.179 3.680
H -1.782 -3.871 5.561
C 4.394 -0.040 1.295
C 3.683 1.278 1.679
O 2.424 0.977 2.238
H 4.419 -0.659 2.192
H 5.430 0.125 1.000
H 3.843 -0.563 0.513
H 3.562 1.879 0.778
H 4.187 1.878 2.436
H 1.924 0.542 1.544
C -1.517 -5.299 -3.190
C -2.231 -4.301 -2.290
O -3.545 -4.654 -2.032
H -1.672 -6.340 -2.906
H -0.460 -5.036 -3.235
H -1.842 -5.157 -4.220
H -2.222 -3.291 -2.699
H -1.659 -4.254 -1.363
H -3.978 -4.018 -1.458
C -6.280 -3.474 0.848
C -6.004 -2.680 -0.440
O -4.641 -2.287 -0.484
H -7.342 -3.598 1.060
H -5.841 -2.890 1.657
H -5.844 -4.473 0.853
H -6.558 -1.750 -0.570
H -6.295 -3.300 -1.288
H -4.452 -1.433 -0.088
C 1.438 -4.176 0.170
C 2.679 -3.323 -0.255
O 2.123 -2.133 -0.810
H 0.815 -4.491 -0.666
H 0.797 -3.626 0.860
H 1.868 -5.097 0.564
H 3.219 -3.787 -1.081
H 3.330 -3.013 0.563
H 2.845 -1.572 -1.105
C 1.428 5.995 2.858
C 1.630 5.736 1.335
C 0.306 5.689 0.502
O -0.700 4.806 0.977
C -0.260 3.420 1.137
N 2.569 6.730 0.746
H 2.388 6.231 3.318
H 1.100 5.099 3.385
H 0.828 6.892 3.005
H 2.135 4.774 1.248
H 0.450 5.548 -0.569
H 0.046 6.741 0.629
H -1.131 2.855 1.469
H 0.469 3.175 1.910
H 0.137 2.956 0.234
H 3.426 6.644 1.275
H 2.879 6.358 -0.140
C 3.781 4.433 -3.732
C 3.049 4.583 -2.396
C 3.045 3.246 -1.556
O 2.547 2.220 -2.314
C 1.185 2.349 -2.785
N 3.708 5.702 -1.680
H 3.397 3.742 -4.482
H 4.829 4.146 -3.645
H 3.799 5.361 -4.303
H 2.009 4.861 -2.567
H 2.439 3.258 -0.650
H 4.079 3.051 -1.271
H 0.887 1.440 -3.308
H 1.182 3.184 -3.486
H 0.381 2.479 -2.060
H 3.720 6.498 -2.303
H 4.703 5.547 -1.607
C 2.193 -2.285 3.706
C 2.575 -2.006 5.230
C 3.311 -3.090 5.981
O 2.418 -4.118 6.377
C 3.086 -5.212 6.942
N 3.271 -0.718 5.176
H 1.842 -1.376 3.219
H 1.313 -2.927 3.661
H 2.972 -2.862 3.207
H 1.620 -1.820 5.722
H 3.735 -2.725 6.917
H 4.047 -3.464 5.270
H 2.298 -5.782 7.434
H 3.677 -4.960 7.822
H 3.613 -5.803 6.193
H 4.259 -0.849 5.008
H 3.007 -0.298 4.297
C -0.207 2.197 -6.216
C -1.302 1.177 -5.772
C -2.258 1.696 -4.653
O -2.868 0.575 -4.003
C -3.501 1.014 -2.763
N -2.002 0.776 -6.976
H 0.325 1.755 -7.059
H 0.557 2.501 -5.500
H -0.690 3.090 -6.612
H -0.700 0.352 -5.390
H -3.005 2.429 -4.955
H -1.637 2.159 -3.886
H -2.832 1.540 -2.081
H -4.000 0.244 -2.175
H -4.339 1.629 -3.091
H -2.644 0.068 -6.649
H -2.545 1.583 -7.246
```

Computed properties:
**E_HOMO**: -8.776 eV
**Energy relative to the best compared isomer or geometry (same formula, charge and spin)**: 372.2 kJ/mol
**Calculated total energy**: -69419.2432 eV
**Gap between HOMO and LUMO**: 9.24 eV

# 2
Density functional theory data (the ωB97M-V functional and the def2-TZVPD basis) for a cluster of 2 separate species, C16H16Br2F6NO8P in total at a distorted geometry.

Structure (XYZ):
```
50
C16H16Br2F6NO8P the ωB97M-V functional and the def2-TZVPD basis
O 1.379 1.742 2.357
C 1.353 1.761 1.181
O 0.352 1.006 0.559
N -0.375 1.811 -0.350
C -1.709 2.145 0.166
C -1.964 3.640 -0.067
C -3.142 4.146 0.777
F -3.842 3.136 1.333
Br -2.468 5.310 2.202
C -4.112 4.991 -0.077
F -4.605 4.212 -1.051
F -5.130 5.446 0.649
Br -3.243 6.519 -0.926
C -0.348 1.294 -1.641
O -0.802 1.917 -2.550
O 0.236 0.082 -1.799
P -0.823 -1.245 -1.811
O -2.278 -0.531 -1.727
O -0.637 -1.661 -0.258
C 2.403 2.430 0.370
C 2.194 3.203 -0.777
C 3.262 3.764 -1.470
C 4.560 3.551 -1.012
C 4.782 2.803 0.143
C 3.713 2.251 0.832
H -2.488 1.580 -0.337
H -1.755 1.909 1.220
H -2.139 3.804 -1.123
H -1.066 4.154 0.244
H -2.476 -0.044 -2.540
H -0.301 -0.892 0.234
H 1.202 3.388 -1.145
H 3.064 4.339 -2.358
H 5.381 3.992 -1.557
H 5.794 2.676 0.490
H 3.889 1.679 1.727
C -0.433 -4.627 1.502
C 0.266 -5.110 0.251
O 0.839 -6.423 0.426
C -0.007 -7.439 0.391
O -1.188 -7.388 0.219
C 0.766 -8.758 0.573
F 1.594 -8.692 1.621
F 1.496 -9.017 -0.520
F -0.073 -9.769 0.765
H 0.250 -4.646 2.353
H -0.791 -3.610 1.356
H -1.284 -5.258 1.753
H 1.105 -4.460 0.014
H -0.401 -5.113 -0.610
```

Computed properties:
**E_HOMO**: -10.152 eV
**Energy relative to the best compared isomer or geometry (same formula, charge and spin)**: 0.0 kJ/mol
**Calculated total energy**: -200401.1918 eV
**Gap between HOMO and LUMO**: 10.21 eV
**SMILES**: O=C(ON(CC[C@@](F)(Br)C(F)(F)Br)C(=O)OP(O)O)c1ccccc1.CCOC(=O)C(F)(F)F

Quick rundown of molar mass, same order as above: 771.17, 655.07 g/mol